1.
DFT (wB97M-V/def2-TZVPD) results for C8H12OSi as an isolated structure at a distorted geometry.

CARTESIAN COORDINATES (ANGSTROEM)
C -3.115 -0.906 0.741
C -2.795 -0.975 -0.661
C -2.829 0.149 1.519
C -2.115 -0.021 -1.323
C 0.913 1.482 -0.148
C 1.600 0.484 0.369
C 3.102 0.531 0.517
C 0.978 -0.791 0.858
O -2.215 1.256 1.106
Si -1.520 1.470 -0.383
H -3.630 -1.746 1.181
H -3.147 -1.858 -1.181
H -3.105 0.181 2.566
H -1.922 -0.150 -2.377
H 1.363 2.391 -0.507
H 3.542 -0.406 0.180
H 3.529 1.348 -0.062
H 3.369 0.675 1.565
H 1.229 -1.613 0.188
H -0.104 -0.706 0.901
H 1.356 -1.040 1.849
H -1.928 2.812 -0.770

expectation value of S²: 2.01
Kohn-Sham gap (alpha / beta): 6.31 / 6.98 eV
LUMO energy (alpha / beta): 0.967 / -2.218 eV
multiplicity: 3

***

2.
DFT (wB97M-V/def2-TZVPD) results for a single C17H20N2O3 molecule at a distorted geometry.

CARTESIAN COORDINATES (ANGSTROEM)
C 0.579 -2.102 2.736
C -0.231 -1.546 1.607
C -1.302 -0.563 2.239
C -0.944 -2.747 0.957
C 0.604 -0.807 0.569
C 1.269 0.504 1.064
C 0.404 1.542 0.403
C 0.503 2.983 0.652
C -0.313 3.919 0.114
O -1.184 3.576 -0.874
C 0.073 5.223 0.653
O -0.408 6.327 0.316
O 0.995 5.074 1.638
C 1.395 3.701 1.614
N -0.420 1.045 -0.491
N -0.200 -0.302 -0.583
C -0.217 -0.917 -1.876
C 0.494 -2.083 -2.157
C 0.481 -2.690 -3.417
C -0.296 -2.169 -4.461
C -1.038 -1.006 -4.244
C -0.972 -0.384 -2.960
H 1.067 -1.317 3.320
H -0.031 -2.707 3.405
H 1.358 -2.794 2.321
H -0.890 0.233 2.861
H -1.966 -1.061 2.970
H -1.955 -0.072 1.508
H -1.550 -3.319 1.668
H -0.187 -3.417 0.543
H -1.602 -2.404 0.116
H 1.432 -1.507 0.301
H 2.351 0.572 0.739
H 1.240 0.618 2.172
H -0.978 2.631 -1.095
H 1.324 3.231 2.614
H 2.454 3.600 1.310
H 1.130 -2.586 -1.431
H 1.037 -3.598 -3.544
H -0.330 -2.624 -5.439
H -1.588 -0.557 -5.033
H -1.589 0.499 -2.804

SMILES string: CC(C)(C)[C@@H]1CC(C2=C(O)C(=O)OC2)=NN1c1ccccc1
relative energy (zero: lowest compared OMol25 entry of this formula, charge and spin): 318.4 kJ/mol
Kohn-Sham gap: 7.61 eV
LUMO energy: -0.358 eV

***

3.
DFT (wB97M-V/def2-TZVPD) results for a 2-piece molecular cluster, C4H14NO overall at a distorted geometry.

CARTESIAN COORDINATES (ANGSTROEM)
C 0.996 -0.556 0.644
C 0.251 0.948 0.497
C 1.306 1.932 0.972
C -0.108 1.044 -0.957
N -0.070 -1.631 0.427
H 1.700 -0.690 -0.167
H 1.304 -0.558 1.684
H -0.640 0.859 1.123
H 0.757 2.864 1.195
H 1.988 1.667 1.781
H 2.010 2.116 0.151
H 0.760 1.013 -1.612
H -0.499 2.109 -1.000
H -1.025 0.600 -1.355
H -0.401 -2.047 1.308
H -0.887 -1.317 -0.138
H 0.335 -2.326 -0.216
H -3.285 -1.567 -1.330
H -2.088 -2.503 -1.875
O -2.405 -1.957 -1.133

expectation value of S²: 0.75
relative energy (zero: lowest compared OMol25 entry of this formula, charge and spin): 86.2 kJ/mol
Kohn-Sham gap (alpha / beta): 12.46 / 5.26 eV
LUMO energy (alpha / beta): -7.393 / -14.541 eV
multiplicity: 2
total charge: +2

***

The E results, record by record, are as follows: -18411.075; -27074.888; -7891.208 eV.